{"formula": "C7H15NO", "method": "ωB97M-V with the def2-TZVPD basis set", "lumo_ev": 0.8, "total_charge": 0, "smiles": "CC(C)(N)C(C)(C)C=O", "species": ["C", "C", "C", "C", "C", "C", "N", "C", "O", "H", "H", "H", "H", "H", "H", "H", "H", "H", "H", "H", "H", "H", "H", "H"], "xyz": [[0.74388, 0.27158, -0.22395], [-0.62147, -0.30668, 0.29118], [0.93708, 1.76596, 0.07980], [0.98610, 0.04652, -1.72523], [-1.78165, 0.70139, 0.27379], [-1.07279, -1.57303, -0.46504], [1.86890, -0.46874, 0.49250], [-0.39075, -0.72021, 1.77689], [-0.12949, 0.06496, 2.68452], [1.83303, -1.47841, 0.38476], [2.01020, -0.13652, 1.44917], [-0.66053, -1.76680, 2.00875], [0.80520, 1.98632, 1.14331], [1.93536, 0.49402, -2.04396], [1.94210, 2.10150, -0.20267], [0.22181, 2.37464, -0.48544], [0.18736, 0.50080, -2.32114], [1.03520, -1.01663, -1.98435], [-1.95001, 1.10115, -0.73124], [-2.71022, 0.22758, 0.61357], [-1.60367, 1.54099, 0.95422], [-1.89806, -2.07223, 0.05634], [-1.41977, -1.32826, -1.47562], [-0.26783, -2.30990, -0.55019]], "forces_ev_per_angstrom": [[1.51, -0.72, 0.51], [-0.09, -0.16, 0.40], [-0.15, 0.02, 0.10], [-0.23, -0.03, -0.06], [-0.05, 0.22, 0.27], [0.22, 0.09, -0.04], [-0.34, 1.04, -0.73], [-0.66, 1.84, 0.89], [-0.30, -1.35, -1.53], [-0.05, 0.30, 0.29], [-0.21, -0.54, -0.52], [0.33, -0.16, 0.08], [-0.06, -0.10, -0.10], [-0.20, -0.02, 0.29], [-0.15, -0.30, -0.02], [0.07, -0.14, 0.10], [0.01, -0.05, 0.04], [-0.06, 0.14, 0.10], [0.04, -0.12, 0.06], [0.11, -0.03, -0.14], [0.09, -0.15, -0.17], [0.07, 0.20, 0.00], [0.11, -0.04, 0.20], [-0.02, 0.06, -0.02]]}


{"formula": "CHN3O2", "method": "ωB97M-V with the def2-TZVPD basis set", "lumo_ev": 0.6, "total_charge": 0, "smiles": "N#[N+][O-].N=C=O", "species": ["C", "N", "N", "N", "O", "O", "H"], "xyz": [[-1.22601, -0.95411, -0.32219], [0.80292, 0.53518, -0.74308], [1.64911, 0.87781, -0.09449], [-1.76219, -0.29390, 0.56327], [-0.85426, -1.63264, -1.15754], [2.53671, 1.20021, 0.53730], [-1.14627, 0.26744, 1.21674]], "forces_ev_per_angstrom": [[-1.20, 1.36, 2.28], [0.35, 0.47, 0.12], [-2.97, -1.35, -2.58], [1.34, 0.67, 0.72], [0.54, -1.38, -1.69], [3.13, 1.26, 2.41], [-1.19, -1.04, -1.26]]}


{"formula": "C22H34FN8O3Sc", "method": "ωB97M-V with the def2-TZVPD basis set", "lumo_ev": -5.2, "total_charge": 2, "species": ["Sc", "C", "N", "C", "C", "N", "N", "C", "N", "N", "H", "H", "H", "H", "H", "H", "H", "H", "H", "H", "H", "N", "C", "C", "C", "C", "N", "H", "H", "H", "H", "H", "H", "H", "H", "H", "H", "H", "H", "C", "C", "C", "C", "C", "C", "C", "F", "C", "C", "C", "O", "C", "C", "N", "C", "C", "O", "O", "H", "H", "H", "H", "H", "H", "H", "H", "H", "H", "H"], "xyz": [[1.56109, 0.43666, -0.36625], [3.61701, 0.53421, 4.99725], [2.55964, 0.20776, 4.03184], [1.20425, 0.14991, 4.57532], [2.70983, 0.32954, 2.69547], [1.72710, 0.45191, 1.85173], [4.02528, 0.28928, 2.25402], [4.52363, 0.32613, 0.96687], [5.85283, 0.12987, 0.90832], [3.78041, 0.55066, -0.07309], [3.31635, 0.15064, 5.96701], [3.76943, 1.61169, 5.07880], [4.56947, 0.05916, 4.77130], [1.25369, -0.26989, 5.57576], [0.58356, -0.51449, 3.97702], [0.74018, 1.13841, 4.63713], [0.84228, 0.50626, 2.33754], [4.69598, 0.05099, 2.96036], [6.40798, -0.09741, 1.71436], [6.32557, 0.12525, 0.02147], [4.34934, 0.52040, -0.91289], [1.58419, 0.52418, -2.69723], [1.41317, 1.82792, -3.40116], [2.63860, 2.73661, -3.23709], [2.45012, 3.94599, -2.31459], [2.60056, 3.68074, -0.82705], [1.52008, 2.80175, -0.28352], [2.37343, 0.03501, -3.11251], [0.78879, -0.06968, -2.92139], [0.52198, 2.30216, -2.99122], [1.21717, 1.64839, -4.45609], [2.93455, 3.09791, -4.22047], [3.48397, 2.13735, -2.87777], [1.47276, 4.40294, -2.50639], [3.18661, 4.70718, -2.57418], [2.60158, 4.63278, -0.29648], [3.55477, 3.19360, -0.62835], [0.62681, 3.18533, -0.58575], [1.51058, 2.91812, 0.72743], [-3.72676, -4.73355, -1.58388], [-4.25432, -3.60050, -0.71725], [-5.55908, -3.04942, -1.25865], [-6.07660, -1.92268, -0.38231], [-5.03898, -0.83868, -0.27314], [-5.39606, 0.47039, -0.06642], [-4.42237, 1.46558, 0.03267], [-4.81819, 2.72286, 0.23675], [-3.09582, 1.18718, -0.07690], [-2.70091, -0.14380, -0.29127], [-1.29925, -0.45619, -0.39194], [-0.43527, 0.51176, -0.32773], [-0.95465, -1.80346, -0.54405], [-1.96149, -2.74832, -0.64816], [-3.25423, -2.47541, -0.60021], [-3.66872, -1.15672, -0.39332], [0.45023, -2.34901, -0.60059], [0.63704, -3.53585, -0.65838], [1.40440, -1.43712, -0.57943], [-4.54562, -5.42833, -1.76505], [-2.92577, -5.30375, -1.11545], [-3.38155, -4.35884, -2.55023], [-4.42141, -3.96426, 0.29909], [-6.27710, -3.86664, -1.29929], [-5.40548, -2.69673, -2.28368], [-6.30770, -2.30907, 0.61528], [-7.00100, -1.50788, -0.78070], [-6.44100, 0.74383, 0.02055], [-2.35298, 1.96720, -0.00353], [-1.66399, -3.77782, -0.77829]], "forces_ev_per_angstrom": [[0.78, 0.93, 0.10], [-0.06, 0.00, -0.06], [0.00, 0.03, 0.02], [0.05, 0.01, 0.03], [0.03, 0.02, 0.04], [0.17, 0.07, 0.00], [-0.13, 0.00, -0.09], [-0.08, -0.01, 0.02], [0.07, 0.02, -0.04], [0.10, -0.05, 0.11], [-0.01, 0.01, 0.00], [-0.01, 0.01, -0.02], [-0.01, -0.09, -0.01], [0.00, 0.01, 0.00], [0.00, -0.04, 0.02], [0.01, 0.00, -0.03], [-0.08, 0.03, -0.02], [0.07, 0.01, 0.06], [0.00, 0.01, 0.01], [-0.01, -0.02, -0.01], [0.00, 0.03, -0.03], [0.05, 0.28, -0.05], [0.07, -0.07, 0.07], [-0.03, -0.02, 0.10], [-0.06, -0.06, -0.02], [-0.10, -0.07, 0.01], [0.03, 0.23, -0.13], [0.06, -0.02, 0.03], [-0.05, -0.04, 0.04], [-0.05, 0.02, 0.01], [-0.01, -0.02, -0.08], [-0.01, 0.02, -0.02], [0.02, 0.01, -0.04], [0.03, 0.02, -0.02], [0.02, -0.01, 0.00], [-0.01, 0.04, 0.02], [0.03, -0.03, 0.03], [-0.05, -0.05, -0.03], [0.01, -0.03, 0.04], [0.03, 0.02, -0.01], [0.05, 0.03, -0.01], [0.00, 0.08, -0.07], [0.07, 0.01, 0.00], [-0.09, -0.11, -0.01], [-0.08, 0.00, 0.01], [-0.08, 0.02, 0.01], [-0.02, -0.01, 0.00], [0.12, 0.00, -0.03], [-0.02, 0.08, -0.02], [0.10, -0.02, 0.00], [-0.66, -0.08, 0.11], [0.07, 0.06, 0.01], [-0.09, 0.00, 0.01], [-0.02, 0.02, 0.00], [0.00, -0.16, 0.02], [0.07, 0.14, 0.00], [0.08, -0.06, -0.02], [-0.33, -1.24, -0.15], [0.01, 0.00, 0.01], [-0.03, 0.01, -0.01], [-0.02, -0.03, 0.03], [0.02, 0.04, 0.06], [-0.02, 0.00, 0.00], [-0.02, -0.02, 0.02], [0.00, 0.02, 0.00], [-0.01, 0.01, -0.01], [0.04, 0.02, 0.00], [-0.03, -0.01, 0.01], [-0.01, 0.01, 0.00]]}


{"formula": "C2H8NO", "method": "ωB97M-V with the def2-TZVPD basis set", "lumo_ev": 4.1, "total_charge": -1, "species": ["O", "H", "C", "C", "N", "H", "H", "H", "H", "H", "H", "H"], "xyz": [[-0.35281, -0.67669, 3.23951], [-0.04039, -0.31383, 4.08133], [-0.08035, 0.59019, -1.84816], [-0.21760, -0.24119, -0.53679], [0.84694, 0.04394, 0.26216], [0.00612, 1.61841, -1.70088], [-0.91501, 0.38089, -2.49790], [0.82858, 0.27384, -2.39559], [-0.49900, -1.31246, -0.59078], [-1.18264, 0.12170, -0.01706], [1.19729, -0.81298, 0.83842], [0.40886, 0.32819, 1.16573]], "forces_ev_per_angstrom": [[0.20, 0.18, -0.19], [-0.06, -0.07, -0.24], [0.23, -3.28, -0.50], [-4.57, 0.57, -1.44], [3.22, -1.29, 5.84], [0.02, 1.67, 0.72], [-0.50, 0.08, -0.43], [-0.26, 0.07, 0.26], [0.63, 0.28, -0.96], [1.02, -0.18, -0.81], [-0.37, 1.17, -1.98], [0.45, 0.80, -0.28]]}


{"formula": "H22O11", "method": "ωB97M-V with the def2-TZVPD basis set", "lumo_ev": -0.6, "total_charge": 0, "smiles": "O.O.O.O.O.O.O.O.O.O.O", "species": ["O", "H", "H", "O", "H", "H", "O", "H", "H", "O", "H", "H", "O", "H", "H", "O", "H", "H", "O", "H", "H", "O", "H", "H", "O", "H", "H", "O", "H", "H", "O", "H", "H"], "xyz": [[2.50693, 0.86361, 2.68142], [2.26911, -0.05258, 2.85961], [1.79315, 1.16058, 2.06876], [2.02507, 0.76612, -2.33881], [1.78524, 0.16472, -1.61177], [2.83037, 1.22563, -2.12855], [-1.09653, 2.19828, -1.26214], [-1.48099, 1.29586, -1.19410], [-1.64436, 2.80804, -0.69513], [0.71415, -0.63795, -0.29242], [0.20493, -1.41636, -0.54491], [0.16506, -0.15419, 0.28579], [-1.40511, -2.49011, -3.01057], [-0.92817, -1.63314, -3.13354], [-1.70624, -2.65002, -3.89190], [-0.74391, -2.81914, -0.41004], [-1.59230, -2.57494, -0.11837], [-1.04835, -2.89531, -1.30178], [-1.57346, 0.37572, 1.28808], [-2.08087, 0.71575, 0.58935], [-1.80718, -0.55305, 1.13447], [-0.04271, 1.16135, 3.97623], [-0.19549, 0.70887, 3.12287], [-0.88780, 1.09425, 4.43710], [0.85181, 2.10835, 0.76571], [0.41954, 2.12670, -0.10202], [0.44149, 2.83861, 1.26712], [-0.41912, 0.06806, -3.14014], [-0.31954, 0.47916, -4.02790], [0.45271, 0.25660, -2.73385], [1.11026, -1.47040, 2.74119], [0.19002, -1.23637, 2.84806], [1.21229, -1.83270, 1.87219]], "forces_ev_per_angstrom": [[-0.32, 0.46, -0.70], [-0.01, 0.07, 0.13], [1.01, -0.20, 0.50], [-0.44, -0.42, -0.35], [0.49, 0.24, 0.57], [0.33, 0.14, 0.34], [-1.15, 0.32, 0.90], [0.41, 0.95, -0.42], [0.67, -1.05, -0.90], [1.54, -0.42, -1.30], [-0.13, -0.48, 0.11], [-0.81, 1.26, 1.20], [0.54, 0.77, 0.34], [-0.14, -0.07, 0.38], [-0.50, -0.62, -0.73], [0.88, -0.39, 0.42], [-1.77, 0.46, 1.78], [0.49, -0.67, -2.33], [0.47, -1.76, 0.93], [-1.05, 1.65, -1.33], [0.29, -0.16, 0.69], [-0.49, -0.39, -0.40], [0.14, 0.63, 0.55], [0.05, 0.05, -0.06], [-0.33, 0.69, 0.33], [0.02, -0.01, -0.03], [0.37, -0.52, -0.26], [0.19, 0.21, -0.91], [-0.22, -0.36, 0.90], [-0.41, 0.19, -0.33], [0.06, -0.23, 0.89], [-0.20, -0.08, 0.06], [0.00, -0.26, -0.96]]}


{"formula": "C18H27BN2O7PtS2", "method": "ωB97M-V with the def2-TZVPD basis set", "lumo_ev": 4.5, "total_charge": -2, "species": ["Pt", "C", "C", "N", "C", "C", "C", "S", "N", "C", "O", "C", "C", "C", "C", "C", "C", "H", "H", "H", "H", "H", "H", "H", "H", "H", "H", "H", "H", "H", "H", "H", "C", "C", "C", "O", "B", "O", "C", "C", "C", "H", "H", "H", "H", "H", "H", "H", "H", "H", "H", "H", "H", "O", "S", "O", "O", "O"], "xyz": [[0.30553, -1.50390, -0.35322], [4.35142, 0.74102, -1.74353], [4.74219, 1.03196, -0.29797], [4.17092, 0.09433, 0.65472], [4.87084, -1.17422, 0.77947], [5.96368, -1.12526, 1.83822], [2.85029, 0.20264, 1.01434], [2.10243, -0.91167, 2.01267], [2.25456, 1.33017, 0.55483], [1.04503, 1.42097, 0.06934], [0.35698, 0.57010, -0.56221], [0.41011, 2.79893, 0.12048], [1.13553, 3.92263, 0.49952], [0.51826, 5.16455, 0.55816], [-0.83154, 5.28252, 0.25028], [-1.55926, 4.15853, -0.11996], [-0.94201, 2.91637, -0.19194], [4.80799, 1.47408, -2.41515], [3.26946, 0.78422, -1.86013], [4.67574, -0.25377, -2.05180], [4.43106, 2.03914, -0.02408], [5.83042, 0.97841, -0.18366], [5.28516, -1.43426, -0.19899], [4.13836, -1.93761, 1.03168], [6.71285, -0.36052, 1.61418], [6.47538, -2.08837, 1.90884], [5.51917, -0.89781, 2.80811], [2.18192, 3.79933, 0.74572], [1.08821, 6.04059, 0.84695], [-1.31776, 6.25074, 0.30505], [-2.61451, 4.24631, -0.35269], [-1.48366, 2.02101, -0.47318], [-4.47411, -3.14691, -0.02910], [-3.76922, -1.93754, 0.57844], [-4.31623, -1.68995, 1.98384], [-2.39580, -2.26497, 0.70714], [-1.57771, -1.30789, 0.09006], [-2.41126, -0.24650, -0.34870], [-3.76953, -0.65689, -0.33866], [-4.15869, -0.94513, -1.78917], [-4.60546, 0.50581, 0.18450], [-4.39979, -3.98137, 0.66984], [-3.99061, -3.44866, -0.95570], [-5.53292, -2.94834, -0.22056], [-4.22782, -2.61333, 2.55822], [-5.36600, -1.38542, 1.97162], [-3.72985, -0.92436, 2.49206], [-3.47746, -1.67447, -2.22683], [-4.06207, -0.02086, -2.36158], [-5.18555, -1.30734, -1.88119], [-4.29398, 0.80052, 1.18514], [-5.67178, 0.26144, 0.20253], [-4.46339, 1.36158, -0.47826], [1.66631, -4.94420, -1.89435], [1.03451, -3.63499, -1.83088], [0.13027, -3.38508, -2.94148], [0.26732, -3.52720, -0.46336], [2.03604, -2.51914, -1.64757]], "forces_ev_per_angstrom": [[0.02, 0.04, -0.42], [0.02, 0.01, -0.02], [0.02, -0.02, -0.08], [-0.15, -0.16, -0.16], [0.03, 0.01, 0.09], [0.00, -0.01, 0.04], [0.11, 0.16, -0.46], [0.06, 0.00, 0.39], [-0.09, 0.03, 0.61], [0.03, 0.25, -0.52], [0.00, -0.04, 0.58], [0.14, -0.27, -0.06], [-0.06, 0.03, -0.01], [0.00, -0.05, -0.01], [-0.05, 0.06, 0.01], [0.03, -0.05, 0.00], [0.04, 0.10, 0.02], [0.00, 0.01, 0.00], [-0.01, -0.02, 0.00], [-0.04, -0.02, 0.01], [-0.02, 0.00, 0.02], [-0.01, 0.00, 0.00], [0.02, 0.00, 0.02], [0.01, 0.01, -0.04], [-0.01, 0.01, 0.00], [0.00, 0.00, -0.01], [0.00, 0.00, 0.01], [0.00, -0.01, 0.01], [0.00, 0.00, 0.00], [0.01, 0.00, -0.01], [0.00, 0.02, 0.00], [0.01, -0.02, 0.00], [-0.05, 0.00, 0.03], [-0.01, 0.01, 0.04], [0.02, 0.04, 0.02], [0.05, -0.11, -0.09], [-0.29, -0.02, -0.01], [0.11, 0.04, 0.10], [0.01, 0.02, 0.01], [0.03, 0.00, -0.02], [-0.07, 0.00, -0.02], [0.01, 0.00, 0.00], [0.00, 0.01, -0.01], [0.00, 0.01, 0.02], [0.03, 0.00, 0.00], [-0.01, -0.02, -0.01], [0.00, 0.02, -0.01], [0.00, -0.02, 0.01], [0.02, 0.00, 0.00], [-0.01, 0.01, 0.01], [0.01, 0.00, 0.00], [0.00, -0.02, 0.00], [0.01, 0.00, -0.01], [0.03, -0.01, 0.05], [0.48, 0.06, 0.81], [-0.13, -0.03, -0.17], [-0.26, -0.10, -0.50], [-0.09, 0.03, -0.27]]}


{"formula": "C6H12O", "method": "ωB97M-V with the def2-TZVPD basis set", "lumo_ev": [1.0, 0.3], "total_charge": 0, "species": ["C", "C", "C", "C", "C", "C", "O", "H", "H", "H", "H", "H", "H", "H", "H", "H", "H", "H", "H"], "xyz": [[2.90984, -0.41757, 0.38719], [1.84111, 0.54002, -0.17284], [0.47057, 0.22033, 0.32272], [-2.24318, 0.90814, -1.52617], [-2.29100, 0.29063, -0.25818], [-1.42036, -1.09528, 0.05853], [-0.10365, -0.84252, -0.22305], [2.93880, -0.38035, 1.48210], [2.69266, -1.44851, 0.08980], [3.90582, -0.15449, 0.01414], [2.08653, 1.56897, 0.11574], [1.84944, 0.49726, -1.26772], [0.22894, 0.42004, 1.37061], [-1.42740, 1.57481, -1.78532], [-2.97933, 0.68666, -2.29441], [-3.30144, -0.00482, 0.05820], [-1.74246, 0.93249, 0.47416], [-1.58660, -1.29623, 1.12305], [-1.74112, -1.93441, -0.55949]], "forces_ev_per_angstrom": [[0.08, -0.03, -0.04], [-0.01, -0.08, 0.11], [0.77, 0.96, 0.71], [0.05, 0.37, -1.70], [0.82, -1.74, 2.46], [-1.63, 1.37, -0.49], [0.83, -1.04, -0.97], [-0.03, 0.01, -0.16], [0.03, 0.14, 0.04], [-0.13, -0.05, 0.04], [-0.05, -0.13, -0.04], [-0.03, 0.01, 0.11], [-0.03, 0.01, -0.07], [-0.11, -0.11, 0.00], [0.15, 0.06, 0.10], [0.14, 0.38, 0.06], [-0.89, -0.13, -0.23], [0.01, -0.07, -0.04], [0.02, 0.08, 0.09]]}


{"formula": "C7H8BClF2O2", "method": "ωB97M-V with the def2-TZVPD basis set", "lumo_ev": -0.1, "total_charge": 0, "smiles": "OB(O)[C@@]1(F)C=CC(F)=C[C@@H]1CCl", "species": ["B", "C", "C", "C", "C", "C", "C", "C", "O", "O", "F", "F", "Cl", "H", "H", "H", "H", "H", "H", "H", "H"], "xyz": [[0.08112, 1.96360, -0.59829], [1.52236, -1.40834, -1.17239], [0.90569, -0.31958, -1.52123], [0.30002, -1.72722, 0.92011], [1.20386, -2.06179, 0.02765], [-0.36473, -0.38932, 0.79261], [-0.20386, 0.32636, -0.69531], [-1.84319, -0.40066, 1.21561], [-0.93757, 2.78107, -0.72007], [1.29030, 2.39645, -0.21144], [1.78968, -3.28807, 0.13265], [-1.38307, 0.04235, -1.49035], [-1.87013, -0.46868, 2.96814], [2.31620, -1.95197, -1.75320], [1.17691, 0.26379, -2.51155], [-0.11359, -2.48191, 1.58886], [0.14996, 0.44052, 1.40457], [-2.43269, -1.26457, 0.90038], [-2.13345, 0.58219, 0.94247], [-0.83855, 3.62878, -0.35924], [1.38473, 3.33699, 0.14001]], "forces_ev_per_angstrom": [[-0.02, -2.20, 0.77], [2.42, -1.17, -1.15], [-0.41, 3.28, -2.29], [-0.83, 0.55, -0.02], [-0.28, -1.98, 1.25], [0.66, 1.91, -1.22], [0.38, -0.91, -0.23], [1.67, -0.18, -0.06], [-2.55, -0.65, -0.97], [1.71, 1.50, 1.15], [0.03, 0.01, -0.02], [0.57, 0.52, 0.75], [-0.24, -0.07, 1.23], [-0.88, 0.98, 0.31], [-0.66, -1.47, 2.01], [0.40, 0.38, 0.21], [-0.61, -1.57, -0.28], [0.13, 0.59, -0.57], [-1.41, 0.49, -0.40], [0.22, 1.95, 0.49], [-0.31, -1.96, -0.96]]}


Values for energy relative to the best compared isomer or geometry (same formula, charge and spin), eV, ordered as above
1.089 1.059 0.062 1.232 1.827 0.000 4.487 0.000